# 1
{
  "formula": "C34H58Br16ClFN3O6S",
  "method": "the ωB97M-V functional and the def2-TZVPD basis",
  "orbital_gap_ev": 5.61,
  "relative_energy_kcal_mol": 315.40,
  "charge": 1,
  "e_tot_ev": -1199684.1496,
  "elements": ["C", "C", "C", "Cl", "C", "C", "C", "O", "O", "C", "C", "O", "C", "C", "C", "C", "F", "C", "C", "O", "N", "O", "N", "S", "C", "C", "C", "C", "N", "O", "H", "H", "H", "H", "H", "H", "H", "H", "H", "H", "H", "H", "H", "H", "H", "H", "H", "H", "H", "H", "H", "H", "H", "H", "H", "H", "Br", "C", "C", "Br", "H", "H", "H", "H", "Br", "C", "C", "Br", "H", "H", "H", "H", "Br", "C", "C", "Br", "H", "H", "H", "H", "Br", "C", "C", "Br", "H", "H", "H", "H", "Br", "C", "C", "Br", "H", "H", "H", "H", "Br", "C", "C", "Br", "H", "H", "H", "H", "Br", "C", "C", "Br", "H", "H", "H", "H", "Br", "C", "C", "Br", "H", "H", "H", "H"],
  "coordinates": [[0.85, 2.02, -0.03], [0.17, 0.70, -0.79], [1.25, -0.49, -1.08], [3.02, -0.02, -0.64], [1.20, -1.14, -2.59], [1.17, -0.20, -3.97], [1.19, 1.46, -3.94], [2.12, 2.09, -3.22], [0.25, 2.31, -4.73], [-1.10, 2.30, -4.14], [-2.31, 2.71, -5.15], [-3.37, 1.65, -5.21], [1.14, -0.87, -5.51], [1.16, 0.09, -6.87], [-0.39, 0.38, -7.36], [-0.64, 0.10, -8.98], [-1.40, -0.33, -6.55], [1.15, -2.52, -5.55], [1.17, -3.25, -7.05], [2.52, -3.78, -7.40], [3.45, -3.31, -6.54], [4.16, -2.47, -7.06], [1.18, -3.39, -4.28], [1.18, -5.14, -4.58], [1.21, -2.79, -2.86], [1.29, -3.91, -1.64], [-0.22, -4.53, -1.29], [-1.09, -3.46, -0.34], [-2.12, -2.50, -0.94], [-0.80, -3.47, 0.99], [1.22, 1.70, 1.05], [1.72, 2.50, -0.67], [0.04, 2.89, 0.10], [-0.47, 1.02, -1.73], [-0.63, 0.29, 0.00], [0.98, -1.38, -0.32], [-1.15, 3.04, -3.21], [-1.36, 1.22, -3.72], [-1.99, 2.90, -6.26], [-2.90, 3.69, -4.80], [-3.70, 1.63, -4.25], [1.73, -0.44, -7.78], [1.74, 1.11, -6.68], [-0.57, 1.54, -7.21], [-1.02, -0.99, -9.15], [0.32, 0.38, -9.61], [-1.49, 0.85, -9.34], [0.91, -2.48, -7.92], [0.33, -4.10, -7.14], [0.10, -5.45, -5.43], [2.08, -4.77, -1.86], [1.66, -3.43, -0.61], [-0.04, -5.56, -0.72], [-0.76, -4.68, -2.33], [-1.87, -2.32, -1.94], [-2.11, -1.57, -0.43], [-2.12, -2.59, 4.74], [-0.27, -3.17, 4.63], [0.65, -2.21, 5.35], [0.95, -0.59, 4.30], [-0.03, -3.28, 3.56], [-0.25, -4.15, 5.10], [1.65, -2.65, 5.48], [0.27, -1.89, 6.32], [-2.09, 5.66, -3.09], [-0.17, 5.91, -3.30], [0.14, 6.97, -4.34], [-0.11, 6.27, -6.15], [0.26, 4.94, -3.54], [0.19, 6.23, -2.31], [1.19, 7.27, -4.29], [-0.50, 7.86, -4.25], [3.82, -3.93, 7.07], [5.22, -2.56, 7.03], [4.84, -1.42, 6.11], [5.07, -1.91, 4.24], [6.14, -3.06, 6.74], [5.30, -2.22, 8.07], [5.50, -0.57, 6.27], [3.80, -1.10, 6.23], [-4.97, -7.87, -6.12], [-3.11, -8.45, -6.24], [-2.19, -7.49, -5.51], [-1.90, -5.87, -6.56], [-2.87, -8.56, -7.30], [-3.09, -9.44, -5.76], [-1.20, -7.93, -5.38], [-2.57, -7.18, -4.54], [-2.46, 1.03, 2.27], [-2.28, 0.92, 4.21], [-3.09, 1.98, 4.90], [-2.23, 3.73, 4.78], [-1.21, 0.98, 4.43], [-2.64, -0.08, 4.47], [-3.17, 1.77, 5.97], [-4.10, 2.10, 4.49], [-0.88, 3.46, 8.98], [0.67, 4.66, 8.95], [0.61, 5.59, 7.77], [1.12, 4.68, 6.12], [1.56, 4.03, 8.97], [0.61, 5.22, 9.89], [1.34, 6.40, 7.88], [-0.38, 6.03, 7.60], [3.92, 3.18, 7.91], [5.31, 4.55, 7.87], [4.93, 5.69, 6.95], [5.17, 5.20, 5.08], [6.24, 4.05, 7.58], [5.39, 4.90, 8.90], [5.59, 6.54, 7.11], [3.89, 6.01, 7.07], [-6.27, -0.45, 3.90], [-6.09, -0.57, 5.83], [-6.90, 0.50, 6.53], [-6.04, 2.24, 6.41], [-5.02, -0.51, 6.06], [-6.45, -1.57, 6.10], [-6.98, 0.29, 7.60], [-7.91, 0.61, 6.11]]
}



# 2
{
  "formula": "C34H58CaN9O7PS4",
  "method": "the ωB97M-V functional and the def2-TZVPD basis",
  "orbital_gap_ev": 6.19,
  "relative_energy_kcal_mol": 13.96,
  "charge": 0,
  "e_tot_ev": -135013.4349,
  "elements": ["Ca", "C", "C", "N", "C", "C", "C", "S", "N", "C", "O", "C", "C", "C", "C", "C", "C", "H", "H", "H", "H", "H", "H", "H", "H", "H", "H", "H", "H", "H", "H", "H", "C", "O", "C", "O", "N", "N", "H", "H", "H", "H", "H", "H", "O", "C", "C", "C", "C", "C", "C", "C", "O", "N", "N", "C", "S", "C", "C", "S", "H", "H", "H", "H", "H", "H", "H", "H", "H", "C", "N", "C", "P", "O", "N", "C", "C", "N", "C", "C", "H", "H", "H", "H", "H", "H", "H", "H", "H", "H", "H", "H", "H", "H", "H", "H", "H", "H", "C", "C", "S", "O", "C", "C", "H", "H", "H", "H", "H", "H", "H", "H", "H", "H"],
  "coordinates": [[-0.61, 0.26, -1.31], [2.06, -4.25, -4.61], [2.85, -3.06, -5.13], [2.22, -1.73, -4.92], [1.13, -1.36, -5.83], [-0.19, -2.09, -5.63], [2.31, -1.15, -3.69], [1.70, 0.44, -3.37], [3.00, -1.85, -2.77], [2.51, -2.00, -1.54], [1.35, -1.71, -1.17], [3.56, -2.64, -0.69], [3.39, -2.98, 0.64], [4.23, -3.92, 1.23], [5.35, -4.34, 0.54], [5.69, -3.84, -0.69], [4.85, -2.91, -1.26], [2.66, -5.14, -4.62], [1.16, -4.40, -5.23], [1.74, -4.09, -3.57], [3.06, -3.15, -6.20], [3.82, -2.92, -4.66], [1.45, -1.50, -6.85], [1.05, -0.28, -5.65], [-0.15, -3.13, -5.96], [-0.92, -1.56, -6.27], [-0.53, -2.07, -4.58], [2.68, -2.44, 1.30], [4.05, -4.36, 2.18], [5.98, -5.07, 1.07], [6.60, -4.16, -1.19], [5.13, -2.42, -2.19], [-5.30, -0.32, -4.24], [-4.24, -0.89, -3.36], [-3.13, -0.21, -3.10], [-2.32, -0.71, -2.30], [-2.85, 0.93, -3.82], [-1.68, 1.63, -3.42], [-5.95, -1.13, -4.51], [-4.86, 0.07, -5.15], [-5.87, 0.43, -3.67], [-3.47, 1.45, -4.47], [-1.95, 2.58, -3.16], [-1.01, 1.64, -4.21], [-3.56, 3.46, -1.19], [-3.46, 4.61, -0.56], [-4.51, 5.51, -0.59], [-4.56, 6.61, 0.24], [-3.45, 6.84, 1.03], [-2.36, 5.98, 1.05], [-2.31, 4.84, 0.23], [-1.23, 3.81, 0.17], [-1.42, 2.71, -0.48], [-0.06, 4.27, 0.66], [0.90, 3.43, 0.39], [2.17, 3.89, 0.40], [3.43, 2.77, -0.14], [4.64, 4.10, -0.21], [4.31, 5.26, 0.72], [2.53, 5.47, 0.92], [-2.59, 2.94, -0.94], [-5.32, 5.31, -1.22], [-5.41, 7.25, 0.27], [-3.38, 7.68, 1.75], [-1.47, 6.13, 1.69], [4.64, 4.46, -1.24], [5.65, 3.66, 0.02], [4.72, 6.21, 0.27], [4.77, 5.12, 1.71], [-4.47, -3.17, 1.18], [-3.95, -1.84, 1.23], [-4.84, -0.81, 0.68], [-2.49, -1.42, 1.89], [-1.77, -0.45, 0.96], [-1.58, -2.76, 2.26], [-1.05, -3.59, 1.18], [-0.96, -2.96, 3.58], [-2.86, -0.73, 3.38], [-3.69, -1.41, 4.34], [-2.71, 0.71, 3.67], [-4.43, -3.56, 0.13], [-5.52, -3.20, 1.54], [-3.87, -3.82, 1.80], [-4.94, -0.96, -0.43], [-4.35, 0.16, 0.90], [-5.83, -0.78, 1.16], [-1.81, -3.77, 0.40], [-0.66, -4.52, 1.60], [-0.20, -3.11, 0.65], [-1.33, -2.21, 4.26], [-1.10, -3.94, 4.00], [0.14, -2.80, 3.53], [-4.22, -2.26, 3.91], [-4.42, -0.69, 4.68], [-3.16, -1.77, 5.21], [-2.07, 1.19, 2.94], [-2.22, 0.88, 4.66], [-3.68, 1.21, 3.66], [5.39, -0.23, 3.16], [4.23, 0.00, 4.11], [2.60, 0.00, 3.30], [2.05, -1.37, 3.44], [1.79, 0.93, 4.63], [1.58, 2.37, 4.28], [6.29, 0.18, 3.65], [5.26, 0.33, 2.22], [5.51, -1.29, 2.95], [4.35, 0.93, 4.63], [4.14, -0.78, 4.89], [2.29, 0.78, 5.57], [0.85, 0.36, 4.66], [2.52, 2.95, 4.37], [0.84, 2.76, 4.99], [1.15, 2.48, 3.30]]
}



# 3
{
  "formula": "C34H58GeIN4O3SSi2W",
  "method": "the ωB97M-V functional and the def2-TZVPD basis",
  "orbital_gap_ev": 5.02,
  "relative_energy_kcal_mol": 38.85,
  "charge": 3,
  "e_tot_ev": -141310.2983,
  "elements": ["W", "C", "Si", "C", "C", "N", "C", "C", "C", "C", "C", "C", "N", "Si", "C", "C", "C", "H", "H", "H", "H", "H", "H", "H", "H", "H", "H", "H", "H", "H", "H", "H", "H", "H", "H", "H", "H", "H", "H", "O", "C", "O", "C", "C", "C", "C", "C", "C", "S", "H", "H", "H", "H", "C", "C", "O", "C", "C", "H", "H", "H", "H", "H", "H", "H", "H", "H", "H", "C", "C", "C", "C", "Ge", "C", "C", "C", "C", "H", "H", "H", "H", "H", "H", "H", "H", "H", "H", "H", "H", "H", "H", "H", "H", "H", "H", "H", "I", "C", "C", "N", "N", "C", "H", "H", "H"],
  "coordinates": [[0.75, 0.13, 0.20], [-2.32, 4.00, 1.85], [-2.06, 2.34, 1.07], [-3.09, 2.17, -0.45], [-2.42, 1.09, 2.39], [-0.19, 2.07, 0.40], [0.71, 3.00, 0.38], [0.51, 4.40, 0.66], [1.56, 5.23, 0.75], [2.92, 4.78, 0.56], [3.19, 3.52, 0.17], [2.11, 2.59, -0.04], [2.23, 1.43, -0.62], [3.88, 1.17, -1.62], [3.96, 2.68, -2.71], [3.73, -0.32, -2.69], [5.26, 0.99, -0.40], [-3.33, 3.87, 2.27], [-2.39, 4.84, 1.17], [-1.67, 4.23, 2.69], [-4.06, 1.74, -0.18], [-2.63, 1.52, -1.19], [-3.28, 3.14, -0.91], [-3.48, 0.82, 2.29], [-2.29, 1.57, 3.37], [-1.86, 0.16, 2.40], [-0.49, 4.77, 0.82], [1.39, 6.28, 0.98], [3.73, 5.48, 0.73], [4.21, 3.19, 0.02], [3.83, 2.38, -3.75], [4.95, 3.13, -2.63], [3.23, 3.47, -2.49], [2.85, -0.29, -3.33], [3.80, -1.27, -2.17], [4.59, -0.25, -3.36], [5.67, 1.94, -0.04], [6.07, 0.49, -0.94], [5.01, 0.36, 0.45], [4.08, -1.61, 1.57], [3.04, -1.19, 1.95], [2.05, -0.92, 0.97], [2.54, -1.02, 3.31], [3.13, -1.74, 4.34], [2.64, -1.62, 5.63], [1.58, -0.78, 5.89], [0.99, -0.04, 4.87], [1.47, -0.16, 3.58], [0.78, 0.94, 2.38], [3.97, -2.39, 4.12], [3.10, -2.19, 6.43], [1.20, -0.68, 6.90], [0.18, 0.64, 5.09], [-0.40, 3.25, -2.65], [0.28, 1.92, -2.88], [-0.20, 0.78, -2.07], [-1.04, -0.04, -2.95], [-2.35, 0.56, -3.41], [-0.27, 3.85, -3.55], [0.02, 3.83, -1.83], [-1.47, 3.13, -2.49], [1.36, 1.97, -2.74], [0.12, 1.63, -3.92], [-1.22, -0.96, -2.42], [-0.43, -0.25, -3.85], [-3.12, 0.54, -2.64], [-2.71, -0.06, -4.23], [-2.24, 1.57, -3.80], [-3.91, -2.75, -3.29], [-4.06, -2.58, -1.78], [-3.12, -3.46, -0.96], [-1.64, -3.04, -1.08], [-1.30, -1.53, 0.11], [-0.63, -2.35, 1.81], [-1.70, -3.19, 2.55], [-2.75, -2.42, 3.35], [-4.04, -2.10, 2.62], [-4.57, -2.07, -3.83], [-4.18, -3.77, -3.59], [-2.89, -2.57, -3.64], [-5.09, -2.82, -1.50], [-3.92, -1.52, -1.50], [-3.20, -4.50, -1.31], [-3.44, -3.47, 0.08], [-1.44, -2.82, -2.13], [-0.95, -3.82, -0.78], [-2.51, -0.60, 0.30], [-0.17, -1.67, 2.53], [0.15, -3.02, 1.45], [-1.12, -3.81, 3.24], [-2.17, -3.90, 1.87], [-2.30, -1.51, 3.77], [-3.00, -3.03, 4.22], [-3.88, -1.50, 1.71], [-4.73, -1.54, 3.26], [-4.56, -3.01, 2.32], [3.03, -5.66, -1.59], [2.13, -3.82, -1.77], [1.57, -3.25, -2.89], [1.08, -2.06, -2.52], [1.30, -1.79, -1.21], [1.93, -2.88, -0.76], [1.50, -3.59, -3.91], [0.66, -1.38, -3.12], [2.23, -2.99, 0.27]]
}



# 4
{
  "formula": "C34H59BrFeNP3",
  "method": "the ωB97M-V functional and the def2-TZVPD basis",
  "s2": 6.04,
  "orbital_gap_ev": [7.12, 4.54],
  "multiplicity": 5,
  "relative_energy_kcal_mol": 163.50,
  "charge": 2,
  "e_tot_ev": -169979.3190,
  "elements": ["C", "C", "C", "C", "N", "C", "C", "C", "C", "C", "C", "C", "C", "C", "Fe", "P", "H", "H", "H", "H", "H", "H", "H", "H", "C", "C", "H", "H", "H", "H", "H", "C", "C", "H", "H", "H", "H", "H", "C", "C", "H", "H", "H", "H", "H", "Br", "P", "C", "C", "H", "H", "H", "H", "H", "C", "C", "H", "H", "H", "H", "H", "C", "C", "H", "H", "H", "H", "H", "C", "C", "C", "P", "C", "C", "C", "C", "C", "C", "H", "H", "H", "H", "H", "H", "H", "H", "H", "H", "H", "H", "H", "H", "H", "H", "H", "H", "H", "H", "H"],
  "coordinates": [[2.47, 4.51, -1.23], [1.43, 3.86, -1.94], [1.36, 3.87, -3.34], [2.25, 4.69, -4.02], [3.16, 5.33, -3.33], [3.29, 5.30, -2.05], [0.20, 3.31, -1.45], [-0.89, 2.75, -1.37], [-2.16, 2.50, -0.81], [-2.48, 1.14, -0.36], [-3.65, 1.06, 0.48], [-4.03, 2.27, 1.06], [-3.98, 3.53, 0.44], [-3.02, 3.66, -0.59], [-1.83, 0.02, 1.43], [1.65, -0.55, -0.52], [0.45, 3.42, -3.80], [2.48, 4.57, -0.14], [2.12, 4.74, -5.08], [4.06, 5.93, -1.56], [-2.80, 4.63, -1.09], [-2.03, 0.15, -0.76], [-4.70, 4.30, 0.74], [-4.18, 0.13, 0.72], [2.59, -2.19, -0.50], [3.73, -2.50, -1.48], [1.80, -2.94, -0.64], [2.97, -2.36, 0.52], [4.05, -3.55, -1.36], [3.46, -2.38, -2.53], [4.64, -1.91, -1.29], [1.73, -0.15, -2.34], [2.94, 0.56, -2.93], [0.81, 0.43, -2.52], [1.59, -1.11, -2.85], [2.79, 0.74, -4.00], [3.11, 1.55, -2.49], [3.86, -0.01, -2.86], [2.90, 0.69, 0.13], [4.38, 0.34, 0.01], [2.65, 0.87, 1.19], [2.68, 1.64, -0.38], [5.01, 1.11, 0.50], [4.64, -0.61, 0.49], [4.72, 0.30, -1.03], [-4.57, 1.90, 3.03], [-1.70, -1.85, -2.07], [-0.56, -2.66, -3.18], [-1.00, -3.97, -3.84], [0.36, -2.84, -2.60], [-0.31, -1.91, -3.95], [-0.16, -4.39, -4.41], [-1.30, -4.73, -3.10], [-1.84, -3.82, -4.54], [-2.68, -3.06, -1.14], [-4.20, -3.15, -1.40], [-2.51, -2.80, -0.07], [-2.18, -4.03, -1.30], [-4.68, -3.75, -0.62], [-4.70, -2.18, -1.41], [-4.40, -3.65, -2.36], [-2.54, -0.51, -2.97], [-3.19, -0.82, -4.33], [-1.77, 0.27, -3.11], [-3.29, -0.06, -2.29], [-3.73, 0.08, -4.67], [-2.44, -1.07, -5.09], [-3.92, -1.65, -4.26], [0.08, -3.03, 2.15], [-0.50, -2.14, 3.27], [-0.19, -2.59, 4.68], [-0.17, -0.36, 2.94], [-1.50, 0.89, 3.42], [-2.19, 0.59, 4.79], [-1.17, 2.36, 3.13], [1.51, 0.20, 3.46], [1.46, 0.68, 4.92], [2.71, -0.70, 3.11], [1.18, -2.96, 2.09], [-0.31, -2.79, 1.15], [-0.16, -4.09, 2.33], [-1.60, -2.17, 3.15], [0.88, -2.64, 4.90], [-0.69, -1.96, 5.42], [-0.60, -3.60, 4.79], [-2.40, 0.64, 2.68], [-1.51, 0.68, 5.64], [-2.99, 1.33, 4.90], [-2.67, -0.41, 4.80], [-0.81, 2.49, 2.10], [-2.09, 2.94, 3.23], [-0.41, 2.76, 3.82], [1.65, 1.12, 2.86], [1.12, -0.08, 5.64], [2.47, 1.00, 5.22], [0.81, 1.57, 5.02], [2.66, -1.05, 2.08], [3.65, -0.13, 3.19], [2.82, -1.58, 3.77]]
}